Record 1
{
  "formula": "C7H10Cl2N",
  "method": "ωB97M-V/def2-TZVPD",
  "multiplicity": 3,
  "orbital_gap_ev": [6.7, 7.4],
  "relative_energy_ev": 0.0000,
  "total_charge": 1,
  "species": ["C", "C", "C", "C", "C", "C", "C", "N", "Cl", "Cl", "H", "H", "H", "H", "H", "H", "H", "H", "H", "H"],
  "xyz": [[2.91786, -0.95240, -0.05285], [1.58916, -0.71890, -0.01011], [0.67183, -1.65481, 0.69264], [-1.77139, -1.89244, 0.34132], [-2.94416, -1.35378, 0.94399], [0.50392, 1.52464, -0.07416], [0.80011, 0.20488, -0.86106], [-0.55935, -1.51609, 0.50525], [1.33015, -2.78338, 1.76665], [-1.98181, -3.15848, -0.75667], [3.41027, -0.19316, -0.53496], [3.47581, -1.74135, 0.43031], [-3.78746, -0.88996, 0.36265], [-3.51614, -1.96721, 1.59557], [-2.72940, -0.58203, 1.54008], [1.47054, 1.65581, 0.63491], [0.40273, 2.25449, -0.87528], [-0.33089, 1.35791, 0.54139], [-0.16793, -0.08382, -1.22994], [1.56311, 0.45384, -1.72905]]
}


Record 2
{
  "formula": "H4I2Si2",
  "method": "ωB97M-V/def2-TZVPD",
  "orbital_gap_ev": 7.6,
  "relative_energy_ev": 1.9193,
  "total_charge": 0,
  "species": ["Si", "Si", "I", "I", "H", "H", "H", "H"],
  "xyz": [[-0.78272, -1.05439, -1.10716], [1.31552, 2.11964, 1.09966], [-2.05168, 1.11367, -1.15560], [2.75722, 0.21320, 2.02088], [0.64662, -0.97844, -1.22451], [-1.42561, -1.89373, -2.12196], [-1.15686, -1.51813, 0.09811], [0.69751, 1.99817, 2.39059]]
}


Record 3
{
  "formula": "C3H5NO2",
  "method": "ωB97M-V/def2-TZVPD",
  "smiles": "C#N.C=O.C=O",
  "orbital_gap_ev": 10.9,
  "relative_energy_ev": 3.0672,
  "total_charge": 0,
  "species": ["C", "N", "H", "C", "O", "H", "H", "C", "O", "H", "H"],
  "xyz": [[-0.77903, 1.98201, 0.70316], [-0.33943, 1.88175, 1.76593], [-1.14910, 2.01365, -0.30403], [0.69228, -0.10403, -1.57342], [-0.39861, 0.40045, -1.71163], [1.45852, 0.32468, -0.90064], [0.97609, -1.03000, -2.10169], [-0.12312, -1.36888, 1.04061], [0.83428, -1.93502, 0.56949], [-0.06789, -0.80517, 1.98745], [-1.10398, -1.35946, 0.52477]]
}


Record 4
{
  "formula": "C29H41N12OPRbS",
  "method": "ωB97M-V/def2-TZVPD",
  "orbital_gap_ev": 8.7,
  "relative_energy_ev": 0.1984,
  "total_charge": 1,
  "species": ["Rb", "C", "N", "C", "C", "N", "C", "P", "C", "N", "C", "C", "N", "C", "C", "N", "C", "C", "N", "C", "H", "H", "H", "H", "H", "H", "H", "H", "H", "H", "H", "H", "H", "H", "H", "C", "C", "N", "C", "C", "S", "C", "C", "N", "H", "H", "H", "H", "H", "H", "H", "H", "H", "H", "H", "H", "H", "H", "N", "C", "C", "C", "C", "C", "N", "H", "H", "H", "H", "H", "H", "N", "C", "O", "C", "C", "C", "C", "N", "C", "H", "H", "H", "H", "H", "H"],
  "xyz": [[0.22504, 0.36209, -0.68638], [-0.19256, 1.64522, 5.48562], [-0.59781, 1.56857, 4.08713], [-1.80431, 1.97489, 3.59200], [-1.75980, 1.73469, 2.24718], [-0.55359, 1.18377, 1.91029], [0.13211, 1.08943, 3.03264], [1.80978, 0.40935, 3.26194], [2.78589, 1.41329, 2.09365], [2.70386, 1.47075, 0.77661], [3.68072, 2.34167, 0.37675], [4.36763, 2.81053, 1.46052], [3.79416, 2.22345, 2.54985], [4.18834, 2.45892, 3.93415], [1.69814, -1.17863, 2.38387], [1.56023, -1.39899, 1.09014], [1.55645, -2.75876, 0.94067], [1.68490, -3.36917, 2.15544], [1.78115, -2.36245, 3.07083], [1.92741, -2.54803, 4.50971], [-1.00263, 2.09135, 6.05458], [0.01385, 0.65533, 5.88544], [0.69476, 2.26320, 5.59926], [-2.57132, 2.39314, 4.22285], [-2.52608, 1.92451, 1.51045], [3.84281, 2.58248, -0.66308], [5.19402, 3.49652, 1.54541], [5.01361, 3.16458, 3.94038], [3.36543, 2.88289, 4.50497], [4.51048, 1.53517, 4.40770], [1.44722, -3.23299, -0.02286], [1.69841, -4.40917, 2.43718], [1.95750, -3.61362, 4.71629], [2.84812, -2.09400, 4.86712], [1.08550, -2.11450, 5.04493], [3.27283, 1.11187, -3.32724], [2.39722, 2.39764, -3.36961], [1.02103, 2.16064, -2.94600], [0.08608, 1.82505, -4.01713], [0.36653, 0.50832, -4.73326], [0.27904, -1.00870, -3.71933], [1.96834, -1.66714, -3.84372], [2.89985, -1.25205, -2.69687], [2.75670, 0.15084, -2.37169], [3.29505, 0.64343, -4.31197], [4.30779, 1.40126, -3.11585], [2.82522, 3.13814, -2.69287], [2.44385, 2.83193, -4.37683], [0.67083, 2.98628, -2.47730], [-0.91336, 1.78892, -3.58192], [0.07424, 2.60147, -4.79763], [-0.37539, 0.39540, -5.52262], [1.34347, 0.52068, -5.21669], [1.87626, -2.75234, -3.87113], [2.35773, -1.36337, -4.81514], [2.63171, -1.81620, -1.80078], [3.92336, -1.54948, -2.96604], [3.06528, 0.34475, -1.42869], [-3.22168, -0.32659, -3.08225], [-3.59144, 0.89936, -2.61079], [-4.85517, 1.44486, -2.90243], [-5.17658, 2.67501, -2.38270], [-4.25166, 3.35555, -1.58817], [-3.03866, 2.74394, -1.36662], [-2.70003, 1.54189, -1.85434], [-3.80878, -0.83526, -3.71479], [-2.31696, -0.69664, -2.84561], [-5.55118, 0.89465, -3.52331], [-6.14409, 3.11384, -2.59190], [-4.46855, 4.32803, -1.16897], [-2.27920, 3.23761, -0.76721], [-3.07415, -6.07464, 1.09449], [-2.16696, -5.09590, 0.85096], [-0.96897, -5.31160, 0.82959], [-2.70183, -3.70485, 0.64939], [-3.96913, -3.27067, 1.00500], [-4.30754, -1.94314, 0.79566], [-3.36449, -1.09560, 0.23885], [-2.14037, -1.49761, -0.11516], [-1.83309, -2.77523, 0.09107], [-2.73130, -7.01258, 1.21109], [-4.06265, -5.93288, 1.00754], [-4.69055, -3.93534, 1.46580], [-5.28446, -1.56696, 1.06854], [-3.59509, -0.04978, 0.06636], [-0.83853, -3.10226, -0.18304]]
}


Record 5
{
  "formula": "CHNO3S",
  "method": "ωB97M-V/def2-TZVPD",
  "smiles": "O=C=S.O=NO",
  "orbital_gap_ev": 9.8,
  "relative_energy_ev": 2.8458,
  "total_charge": 0,
  "species": ["O", "C", "S", "O", "N", "O", "H"],
  "xyz": [[-0.39120, 1.27852, 0.74324], [-1.32017, 0.64519, 0.45514], [-2.68201, -0.14960, 0.31202], [-0.12612, -1.03502, -0.17289], [1.01619, -1.05142, 0.17296], [1.84905, -0.10101, -0.36813], [1.65426, 0.41334, -1.14234]]
}